# 1
Density functional theory data (ωB97M-V/def2-TZVPD) for an isolated molecule of C4H5NO.

```
! RIJCOSX wB97M-V def2-TZVPD def2/J DEFGRID3
* xyz 0 1
C -1.663 -0.290 -0.141
C -0.190 -0.053 -0.040
C 0.480 0.923 0.615
O 1.819 0.722 0.436
C 1.883 -0.382 -0.329
N 0.742 -0.891 -0.645
H -2.068 -0.671 0.801
H -1.865 -1.030 -0.919
H -2.198 0.630 -0.390
H 0.191 1.770 1.216
H 2.870 -0.727 -0.604
*
```

LUMO (eV): 1.067
Structure (SMILES): Cc1cocn1
ΔE to the lowest compared entry with this formula, charge and spin (kcal/mol): 8.4
Molar mass (g mol⁻¹): 83.09

=====

# 2
Density functional theory data (ωB97M-V/def2-TZVPD) for a structure of composition C5H6O3.

```
! RIJCOSX wB97M-V def2-TZVPD def2/J DEFGRID3
* xyz 0 1
C -1.543 -0.413 0.308
C -0.324 -0.842 -0.234
C 1.854 -0.600 -0.226
C 1.673 0.720 -0.108
C -0.379 0.563 0.442
H -2.510 0.868 -1.055
H -1.747 -0.766 1.249
H -0.586 -0.253 -1.208
H 2.874 -1.034 -0.110
H 2.571 1.277 -0.028
H -0.375 0.809 1.561
O -2.717 -0.135 -0.359
O 0.833 -1.654 -0.023
O 0.376 1.460 -0.210
*
```

LUMO (eV): 0.351
ΔE to the lowest compared entry with this formula, charge and spin (kcal/mol): 170.5
Molar mass (g mol⁻¹): 114.10

=====

Question: Which of these has the lowest LUMO?
Answer: C5H6O3

=====

Question: ΔE to the lowest compared entry with this formula, charge and spin of number 2 (C5H6O3)?
Answer: 170.5 kcal/mol

=====

Question: ΔE to the lowest compared entry with this formula, charge and spin of number 1 (C4H5NO)?
Answer: 8.4 kcal/mol

=====

Question: The highest ΔE to the lowest compared entry with this formula, charge and spin belongs to which entry?
Answer: C5H6O3